Computed, not measured: a structure of composition C20H27N3O8P2PdSi, with ωB97M-V with the def2-TZVPD basis set.

Values from the calculation:
Total charge = +2
Maximum force = 0.00490 Eh/bohr
Gap between HOMO and LUMO (alpha / beta) = 5.258 / 5.257 eV
LUMO level (alpha / beta) = -8.75 / -8.75 eV
Total energy = -2644.110621 Eh
Energy above the lowest of the compared OMol25 structures with the same formula, charge and spin = 57.8 kcal per mole

Last column: natural (NBO) charge in e.
CARTESIAN COORDINATES (ANGSTROEM)
C 0.2045 -4.8600 2.5349  -1.11
N -2.6303 -0.6732 -0.1664  -0.41
P 0.8953 1.4053 -2.7129  2.39
H -1.6119 3.7958 -2.4484  0.44
H 3.1801 -0.1333 2.5002  0.26
C -3.1118 -1.8577 0.2145  0.10
O 4.5694 3.3621 3.4134  -0.47
H -0.5826 4.1962 -3.6919  0.44
C 1.2923 0.4803 1.7350  -0.01
H 2.6951 2.0795 -3.7338  0.54
C 3.0418 2.0131 2.2632  0.07
H -1.7770 2.4389 -5.2936  0.22
H 0.0473 3.5812 -2.2284  0.49
C -4.1986 -1.9728 1.0705  -0.20
H 3.2724 -3.7041 3.0629  0.26
H -5.6379 -0.8809 2.2278  0.26
C 4.4174 2.3413 2.8158  0.74
H 2.6691 4.1146 2.0349  0.28
N -0.7427 3.5430 -2.9239  -0.71
Pd -1.0021 -0.5531 -1.3792  0.65
C 0.9907 2.9387 1.4289  -0.10
H 0.8770 -0.5160 1.6175  0.29
H -0.3294 -4.1542 3.1745  0.24
H 5.1588 0.7277 2.0493  0.49
O -3.1709 0.7538 -3.5605  -0.95
H -4.7276 1.3223 1.5277  0.24
H 1.5367 -5.7046 -0.3428  0.25
N -0.6941 1.2393 0.8866  0.09
C -3.2083 0.4548 0.3004  0.12
C 0.4909 1.5977 1.3370  0.13
C 2.2699 -5.1655 0.2593  -1.11
H 2.9331 -4.6309 -0.4228  0.25
C -0.7296 2.1063 -3.4060  -0.59
O -2.6548 2.1430 -1.4820  -0.80
C -2.7296 1.8412 -0.1008  0.35
O 0.6588 -0.0661 -2.4805  -1.05
H -4.5526 -2.9563 1.3443  0.26
H -0.5334 -5.4054 1.9434  0.25
H -0.7719 0.9896 -5.2499  0.27
H -2.5907 -2.7245 -0.1646  0.26
H -3.4093 2.5738 0.3238  0.23
O 5.3968 1.4579 2.6343  -0.62
C -4.7916 -0.8288 1.5566  -0.11
H 2.8643 -5.9019 0.8031  0.25
H 3.3453 -2.4651 1.8078  0.22
C 0.4983 -2.7338 0.4232  -0.55
H -3.7090 1.4610 -3.9447  0.53
O 1.1699 2.3513 -1.5865  -1.16
C -4.2824 0.4063 1.1637  -0.20
O 1.9160 1.5355 -3.9099  -0.98
H 0.7074 -5.5815 3.1816  0.25
H -0.0035 2.5581 -5.3866  0.25
C 2.6679 -3.0322 2.4514  -1.11
C -0.0686 -1.9103 -0.2722  -0.37
P -2.0084 1.0698 -2.5385  1.59
C -0.8361 2.0277 -4.9237  -0.64
H 0.3616 3.7702 1.1484  0.25
Si 1.4273 -3.9930 1.4274  1.60
C 2.5680 0.7031 2.1885  -0.26
C 2.2461 3.1282 1.9060  -0.19
H 2.1609 -2.3446 3.1349  0.22
O -1.4336 2.2413 0.4577  -0.30

Cartesian forces (eV/Å) of the 2 atoms listed first:
C -0.014 0.011 -0.014
N -0.045 -0.023 -0.058